Formula: C10H14N4O5
Source: the OMol25 dataset
Level of theory: wB97M-V/def2-TZVPD

Results
Relative energy (zero: lowest compared OMol25 entry of this formula, charge and spin) = 211.7 kcal/mol
Largest force on an atom = 8.004 eV Å⁻¹
Electronic energy = -984.447076 Ha
HOMO = -0.306 Ha

Each line ends with the natural charge from an NBO analysis.
Element x y z (Å)
O: -3.28085 2.24776 -1.13357  -0.6029
O: -4.85801 0.66117 -1.00479  -0.6603
O: 0.84844 -1.99609 -1.90283  -0.6845
O: 2.04760 -2.41757 0.20527  -0.6196
O: -1.69412 -1.37526 -1.17266  -0.6611
N: 4.76724 0.99399 -0.36797  -0.5348
N: -2.26350 -0.44542 2.45481  -0.8464
N: -0.35969 -0.68944 0.55972  -0.6318
N: 2.97404 2.07503 0.30294  -0.4326
C: 4.07295 2.26940 -0.34487  0.1324
C: -3.74912 1.23858 -0.57214  0.7874
C: 1.66991 -0.08527 1.09638  -0.3547
C: 0.85943 -0.32531 -0.23159  -0.2071
C: 2.86771 0.53357 0.55428  0.0227
C: -3.15255 0.77995 0.77902  -0.5121
C: 1.41852 -1.64883 -0.70979  0.8003
C: -1.66603 -0.97868 0.05228  0.6889
C: 4.10550 0.00457 0.13033  -0.0578
C: -2.81370 -0.58866 1.04438  -0.1598
H: 0.98147 0.48384 1.75548  0.1666
H: -0.07898 -1.48084 -1.93285  0.5330
H: -1.71109 -1.42385 2.83071  0.4063
H: 1.90186 -0.96013 1.73771  0.2883
H: 4.66210 3.21030 -0.34644  0.2123
H: -0.29299 0.41991 1.56621  0.3980
H: -5.10274 1.17135 -1.77544  0.5058
H: 0.61372 0.44996 -1.04541  0.2522
H: -2.22811 1.44374 1.12400  0.2724
H: 4.39204 -1.10824 0.16918  0.2584
H: 5.66049 0.79803 -0.64553  0.3976
H: -3.57190 -1.40377 0.79617  0.2351
H: -3.21060 -0.25801 2.90115  0.3737
H: -4.02223 0.96262 1.49750  0.2341

Formula: C10H14N5
Source: the OMol25 dataset
Level of theory: wB97M-V/def2-TZVPD

Results
Relative energy (zero: lowest compared OMol25 entry of this formula, charge and spin) = 85.6 kcal/mol
Largest force on an atom = 4.144 eV Å⁻¹
Total charge = +1
Electronic energy = -662.878500 Ha
HOMO = -0.467 Ha

Each line ends with the natural charge from an NBO analysis.
Element x y z (Å)
N: -0.50069 -0.84846 2.21699  -0.8513
N: -0.96129 -0.60961 -1.51335  -0.2893
N: -0.12630 -1.66219 -1.82790  -0.2924
N: -1.13229 -0.88853 -3.69143  -0.4301
N: 1.15840 1.11123 1.44868  -0.5054
C: 2.87484 2.68954 1.03508  -0.2564
C: -0.75539 -1.39911 0.86616  -0.1013
C: -1.03198 -0.27165 -0.20536  0.1766
C: 0.78561 1.06375 0.12798  0.1923
C: -0.31542 -1.83674 -3.13027  0.1784
C: 1.30644 1.91065 -0.78170  -0.2857
C: -1.53621 -0.19165 -2.68419  0.2122
C: -2.07740 -2.18065 0.83334  -0.6282
C: 2.14928 1.84095 1.93466  0.1086
C: 2.46474 2.68564 -0.31739  -0.0931
H: -1.99511 0.80187 -2.86263  0.2313
H: 0.16369 -2.58879 -3.75222  0.2298
H: 2.82362 3.49730 -1.00000  0.2488
H: 2.14783 1.81062 2.99372  0.2311
H: 0.55638 0.55156 2.10882  0.4736
H: -0.16943 -1.69147 2.68155  0.3968
H: -1.37293 -0.53496 2.61665  0.3787
H: -1.93778 0.22495 0.15224  0.2250
H: 0.14651 -1.88622 0.41477  0.2597
H: 0.89959 2.10196 -1.77013  0.2534
H: -2.95873 -1.58770 0.90083  0.2129
H: -2.07327 -2.81768 1.73365  0.2274
H: -2.11197 -2.74855 0.00609  0.2310
H: 3.57927 3.45395 1.46537  0.2654

Formula: C10H14NO10Re
Source: the OMol25 dataset
Level of theory: wB97M-V/def2-TZVPD

Results
Relative energy (zero: lowest compared OMol25 entry of this formula, charge and spin) = 24.1 kcal/mol
Largest force on an atom = 5.253 eV Å⁻¹
Total charge = +1
⟨S²⟩ = 3.7642
Spin multiplicity = 4
Electronic energy = -1274.663197 Ha
HOMO (spin up / spin down) = -0.476 / -0.478 Ha

Each line ends with the Löwdin spin population.
Element x y z (Å)
Re: -0.26394 -0.33364 -0.10055  2.4203
O: -1.35270 -1.98660 -0.43955  0.1280
O: -2.29008 -3.26129 -1.99853  0.0207
O: -0.48319 -0.69215 1.90924  0.1022
O: 1.92952 0.49458 1.63995  0.0193
O: 1.94184 2.39131 -2.21403  0.0240
O: 0.03200 -1.93816 3.70037  0.0227
O: 0.90031 1.25513 -0.60992  0.1426
O: -2.01653 0.92888 -0.30703  0.0205
O: 4.06487 0.50773 0.94522  0.0024
O: 1.41499 -1.85200 0.43844  0.0173
N: -0.45615 -0.21083 -2.27812  0.0053
C: -1.57933 0.70800 -2.61041  0.0057
C: -1.56135 -2.37599 -1.65675  0.0092
C: -0.73290 -1.58135 -2.72748  0.0049
C: 2.76791 -1.40976 0.46582  0.0033
C: 0.96865 -2.55361 1.57670  0.0093
C: -2.67637 0.65657 -1.54860  0.0046
C: 1.27603 1.47417 -1.82678  0.0105
C: 2.87347 -0.00990 1.09951  0.0029
C: 0.79356 0.34714 -2.81389  0.0101
C: 0.07274 -1.60826 2.55373  0.0112
H: -1.27580 -1.61080 -3.67553  -0.0004
H: 0.69453 0.74755 -3.82603  0.0004
H: 4.12831 1.41502 1.29618  0.0000
H: -1.18926 1.72973 -2.62324  0.0002
H: -3.18015 -0.31756 -1.51559  0.0003
H: 3.12386 -1.36192 -0.56735  0.0000
H: 1.78226 -2.98077 2.16248  -0.0004
H: 3.39801 -2.11184 1.02147  -0.0003
H: -2.63350 0.92180 0.44436  0.0018
H: -3.41476 1.44143 -1.74093  -0.0003
H: 0.26058 -3.32194 1.24689  0.0010
H: 0.20478 -2.13176 -2.85301  0.0000
H: -1.99304 0.47238 -3.59575  0.0000
H: 1.57438 -0.41767 -2.82099  0.0005

Formula: C10H14NO2P
Source: the OMol25 dataset
Level of theory: wB97M-V/def2-TZVPD

Results
SMILES string = [H]/N=C1/C=CC=C[C@H]1[P@@](=O)(C=C)OCC
Relative energy (zero: lowest compared OMol25 entry of this formula, charge and spin) = 76.8 kcal/mol
Largest force on an atom = 3.859 eV Å⁻¹
Electronic energy = -935.920304 Ha
HOMO = -0.315 Ha

Each line ends with the natural charge from an NBO analysis.
Element x y z (Å)
P: -0.28961 -0.19299 1.27518  2.1020
O: -1.83558 0.25392 1.07304  -0.8380
O: -0.21738 -0.73057 2.64541  -1.0719
N: -0.04210 -3.03184 -2.39632  -0.5877
C: -2.79869 2.47472 0.43876  -0.6321
C: 1.30680 1.81332 2.14618  -0.3011
C: 2.52048 -1.18360 -0.53224  -0.2533
C: 0.28334 -1.77841 -0.11134  -0.5249
C: -2.67192 0.90764 0.03695  -0.0606
C: 2.18280 -0.66109 -1.81698  -0.2071
C: 0.29416 -1.98696 -1.69717  0.2720
C: 0.79042 1.25765 1.02224  -0.6381
C: 1.00283 -0.95782 -2.39306  -0.2555
C: 1.67392 -1.75469 0.32661  -0.2131
H: 0.84484 1.50118 3.09319  0.2186
H: 0.61556 -0.71749 -3.34191  0.2310
H: -3.69377 0.38307 0.06932  0.1953
H: 3.62335 -1.09929 -0.25758  0.2193
H: 2.76650 0.07878 -2.44139  0.2257
H: -2.99841 3.16711 -0.39615  0.2145
H: -0.31614 -2.53526 0.33929  0.2400
H: 2.07102 -2.02928 1.32098  0.2530
H: 0.99330 1.73516 0.06085  0.2407
H: -1.68889 2.66213 0.73701  0.2189
H: -2.41322 0.77440 -1.01760  0.1910
H: -3.52778 2.65212 1.18983  0.2187
H: -0.43367 -3.74225 -1.67154  0.3281
H: 1.95788 2.74036 2.29844  0.2146